{"formula": "C53H144N14O15", "method": "the ωB97M-V functional and the def2-TZVPD basis", "symbols": ["C", "C", "C", "O", "C", "N", "H", "H", "H", "H", "H", "H", "H", "H", "H", "H", "H", "C", "C", "C", "O", "C", "N", "H", "H", "H", "H", "H", "H", "H", "H", "H", "H", "H", "C", "C", "C", "O", "C", "N", "H", "H", "H", "H", "H", "H", "H", "H", "H", "H", "H", "C", "C", "C", "O", "C", "N", "H", "H", "H", "H", "H", "H", "H", "H", "H", "H", "H", "C", "C", "C", "O", "C", "N", "H", "H", "H", "H", "H", "H", "H", "H", "H", "H", "H", "C", "C", "C", "O", "C", "N", "H", "H", "H", "H", "H", "H", "H", "H", "H", "H", "H", "C", "C", "C", "O", "C", "N", "H", "H", "H", "H", "H", "H", "H", "H", "H", "H", "H", "C", "C", "C", "O", "C", "N", "H", "H", "H", "H", "H", "H", "H", "H", "H", "H", "H", "C", "C", "C", "O", "C", "N", "H", "H", "H", "H", "H", "H", "H", "H", "H", "H", "H", "C", "C", "C", "O", "C", "N", "H", "H", "H", "H", "H", "H", "H", "H", "H", "H", "H", "C", "O", "C", "C", "N", "C", "C", "O", "C", "H", "H", "H", "H", "H", "H", "H", "H", "H", "H", "H", "H", "H", "H", "H", "C", "O", "C", "C", "N", "C", "C", "O", "C", "H", "H", "H", "H", "H", "H", "H", "H", "H", "H", "H", "H", "H", "H", "H", "C", "O", "N", "N", "H", "H", "H", "H"], "positions_angstrom": [[32.321, -25.335, -17.493], [31.757, -25.333, -19.006], [32.419, -26.502, -19.900], [33.808, -26.591, -19.982], [34.312, -25.532, -20.679], [30.288, -25.436, -18.843], [33.374, -25.083, -17.611], [32.118, -26.346, -17.141], [31.947, -24.468, -16.948], [32.107, -24.405, -19.458], [31.982, -26.475, -20.898], [32.031, -27.445, -19.514], [35.368, -25.755, -20.834], [34.209, -24.678, -20.009], [33.810, -25.387, -21.636], [29.852, -25.404, -19.754], [29.856, -24.734, -18.259], [27.281, -30.176, -15.297], [26.708, -28.791, -15.530], [25.823, -28.745, -16.800], [25.346, -27.446, -17.245], [26.072, -26.706, -18.194], [25.798, -28.465, -14.328], [26.545, -30.954, -15.097], [28.124, -30.288, -14.615], [27.662, -30.569, -16.240], [27.554, -28.139, -15.748], [24.967, -29.395, -16.617], [26.284, -29.321, -17.603], [26.585, -27.350, -18.908], [26.886, -26.111, -17.780], [25.474, -25.978, -18.743], [25.558, -27.496, -14.481], [26.282, -28.636, -13.458], [25.992, -22.138, -17.083], [27.129, -23.096, -17.207], [28.309, -22.464, -18.036], [28.072, -22.694, -19.450], [28.961, -21.925, -20.360], [27.672, -23.675, -15.994], [25.746, -21.897, -18.117], [26.418, -21.256, -16.605], [25.220, -22.615, -16.478], [26.908, -24.050, -17.684], [29.271, -22.884, -17.740], [28.353, -21.395, -17.830], [29.933, -22.411, -20.278], [29.051, -20.890, -20.031], [28.701, -21.954, -21.418], [26.949, -23.873, -15.317], [28.190, -24.510, -16.227], [33.017, -30.479, -21.008], [34.457, -30.355, -21.355], [34.682, -29.294, -22.422], [36.078, -29.269, -22.752], [36.523, -28.090, -23.561], [35.139, -29.880, -20.098], [32.534, -30.927, -21.876], [32.561, -29.491, -20.932], [32.819, -31.129, -20.156], [34.961, -31.315, -21.460], [34.422, -28.319, -22.009], [34.027, -29.468, -23.277], [36.227, -27.155, -23.085], [36.166, -28.074, -24.591], [37.611, -28.017, -23.560], [35.650, -29.025, -20.269], [34.363, -29.547, -19.545], [22.753, -27.676, -27.674], [23.254, -28.327, -26.253], [24.737, -28.625, -26.290], [25.065, -28.875, -24.956], [26.357, -29.272, -24.799], [22.920, -27.161, -25.341], [21.692, -27.427, -27.690], [22.850, -28.282, -28.575], [23.316, -26.745, -27.731], [22.683, -29.156, -25.836], [25.184, -27.740, -26.743], [24.930, -29.506, -26.902], [27.080, -28.675, -25.355], [26.356, -30.322, -25.090], [26.672, -29.134, -23.764], [23.661, -26.474, -25.327], [22.783, -27.588, -24.437], [28.133, -25.099, -23.297], [28.604, -26.187, -22.356], [29.984, -26.859, -22.759], [29.655, -27.465, -24.024], [30.825, -28.200, -24.427], [28.697, -25.511, -21.071], [28.563, -24.098, -23.249], [27.066, -24.912, -23.172], [28.210, -25.484, -24.314], [27.756, -26.872, -22.357], [30.408, -27.603, -22.084], [30.829, -26.186, -22.905], [30.546, -29.136, -24.911], [31.589, -28.404, -23.677], [31.369, -27.768, -25.267], [28.329, -26.044, -20.296], [28.307, -24.581, -21.134], [27.911, -33.597, -25.727], [28.739, -32.336, -25.716], [30.146, -32.579, -25.226], [30.075, -33.162, -23.922], [31.294, -33.671, -23.515], [28.786, -31.845, -27.088], [28.229, -34.243, -26.545], [26.869, -33.391, -25.971], [28.191, -34.141, -24.825], [28.167, -31.567, -25.197], [30.733, -31.667, -25.117], [30.572, -33.335, -25.885], [31.064, -34.247, -22.618], [32.039, -32.936, -23.208], [31.777, -34.385, -24.183], [28.895, -30.841, -27.061], [27.826, -31.888, -27.398], [31.540, -19.738, -24.060], [31.186, -21.204, -24.068], [31.421, -21.879, -22.704], [32.838, -21.805, -22.298], [32.904, -22.156, -20.995], [29.801, -21.315, -24.596], [30.913, -19.199, -23.350], [31.383, -19.262, -25.028], [32.527, -19.458, -23.690], [31.931, -21.610, -24.754], [31.112, -22.923, -22.652], [30.756, -21.225, -22.140], [33.913, -22.029, -20.602], [32.737, -23.213, -20.790], [32.363, -21.445, -20.371], [29.474, -20.655, -25.287], [29.775, -22.216, -25.052], [27.931, -30.363, -21.124], [29.469, -30.561, -20.851], [29.932, -30.363, -19.409], [29.883, -29.004, -18.951], [30.569, -28.877, -17.774], [29.930, -31.848, -21.252], [27.510, -29.380, -20.915], [27.427, -31.048, -20.442], [27.614, -30.781, -22.079], [29.960, -29.816, -21.477], [30.989, -30.623, -19.467], [29.417, -30.965, -18.660], [30.364, -27.920, -17.293], [31.640, -28.739, -17.921], [30.394, -29.600, -16.977], [29.491, -32.103, -22.125], [29.633, -32.626, -20.680], [33.872, -26.451, -28.407], [34.504, -26.566, -27.013], [34.482, -25.265, -26.170], [33.169, -24.884, -25.894], [32.859, -24.735, -24.497], [33.832, -27.713, -26.397], [33.397, -27.391, -28.690], [34.635, -26.304, -29.172], [33.033, -25.766, -28.284], [35.555, -26.832, -27.122], [35.038, -24.494, -26.704], [35.052, -25.443, -25.259], [33.152, -25.533, -23.814], [31.769, -24.740, -24.496], [33.360, -23.858, -24.086], [32.824, -27.647, -26.369], [34.017, -28.606, -26.830], [25.551, -24.546, -26.791], [26.234, -25.131, -27.927], [25.748, -24.953, -29.233], [25.717, -23.369, -29.598], [25.442, -23.240, -31.003], [25.882, -21.973, -31.615], [27.421, -22.074, -32.055], [27.761, -22.998, -33.060], [26.973, -22.814, -34.346], [26.265, -24.330, -25.997], [24.855, -25.229, -26.303], [24.944, -23.678, -27.048], [24.807, -25.485, -29.375], [26.478, -25.470, -29.856], [26.656, -22.894, -29.313], [24.903, -22.921, -29.029], [25.963, -23.914, -31.546], [25.515, -21.172, -30.974], [25.247, -21.597, -32.417], [27.988, -22.286, -31.149], [27.638, -21.056, -32.380], [27.070, -21.748, -34.551], [25.954, -23.176, -34.206], [27.471, -23.473, -35.058], [18.961, -32.672, -21.031], [20.121, -31.910, -21.612], [20.299, -30.623, -21.006], [21.586, -29.942, -21.626], [22.708, -30.694, -21.117], [23.969, -30.135, -21.565], [24.397, -28.779, -20.937], [23.903, -27.814, -21.773], [24.873, -26.783, -22.008], [19.128, -33.149, -20.065], [18.474, -33.384, -21.697], [18.182, -31.915, -20.941], [20.206, -30.638, -19.920], [19.552, -30.051, -21.557], [21.749, -28.865, -21.604], [21.473, -30.190, -22.681], [22.514, -31.671, -21.288], [24.108, -30.454, -22.598], [24.629, -30.926, -21.208], [25.474, -28.784, -21.108], [24.234, -28.632, -19.869], [24.388, -25.858, -22.321], [25.540, -27.072, -22.820], [25.533, -26.617, -21.156], [28.645, -27.866, -28.051], [28.223, -29.024, -28.034], [28.397, -27.070, -29.073], [29.133, -27.248, -27.060], [27.742, -27.344, -29.791], [28.783, -26.137, -29.039], [28.958, -27.854, -26.271], [29.405, -26.277, -27.127]], "atomic_forces_ev_per_a": [[0.42, 0.31, -3.10], [0.82, -0.15, 2.15], [-2.30, -0.17, 1.32], [-1.12, -1.41, 0.79], [1.27, 0.86, 0.24], [1.10, -0.93, -0.78], [0.36, -0.67, 0.42], [0.19, 0.43, 0.68], [-0.65, -0.49, 0.23], [-0.38, 0.29, -0.03], [0.01, 0.48, -0.40], [0.23, -0.10, 0.29], [0.06, 0.30, -0.19], [0.29, 0.69, -0.57], [-0.10, 0.20, -0.18], [0.10, 0.17, 0.02], [0.59, 0.24, 0.05], [0.04, -1.08, -1.33], [-1.38, -0.28, 0.92], [-0.04, -0.32, -0.11], [-0.33, -0.74, 0.62], [1.19, -0.26, -0.06], [1.24, -0.15, -2.50], [-0.38, 0.36, 0.64], [-0.28, 0.48, 0.30], [0.44, 0.24, -0.35], [0.06, 0.57, 0.57], [-0.58, 0.56, 0.38], [0.75, 0.53, -0.47], [-0.10, -0.36, -0.32], [0.11, -0.01, 0.54], [-0.61, -0.30, 0.22], [-0.18, 0.23, 0.78], [0.13, 0.43, 0.04], [0.91, -0.40, 0.15], [2.07, -1.66, -1.43], [-0.77, -0.25, -0.62], [0.22, 0.97, -0.67], [0.08, -1.09, 1.85], [0.53, 1.21, 1.48], [-0.68, 0.12, 0.24], [-0.49, 0.19, 0.22], [-0.41, 0.46, -0.29], [-1.01, 0.68, -1.52], [0.10, -0.16, 0.05], [0.03, 0.23, -0.04], [0.27, 0.17, -0.01], [-0.13, 0.07, 0.01], [-0.78, -0.26, 0.26], [0.06, -0.19, 0.04], [-0.08, -0.11, 0.30], [-0.75, -0.62, -1.58], [1.77, 1.15, 2.03], [0.82, -0.36, -0.39], [0.36, 1.48, -1.38], [-0.49, -0.84, 1.22], [-0.56, 0.19, 0.16], [-0.43, -0.28, 0.07], [-0.02, 0.16, 0.51], [0.17, 0.23, 0.02], [-0.36, -0.06, -1.22], [-0.31, 0.17, 0.25], [0.14, -0.10, -0.53], [-0.50, 0.03, 0.21], [-0.27, -0.41, 0.07], [-0.01, -0.72, 0.07], [0.48, -0.02, -0.25], [0.08, 0.11, 0.64], [0.20, -1.45, 1.17], [-1.51, 3.08, -1.73], [-1.74, -0.15, -0.16], [-1.07, 1.35, 0.41], [1.40, -0.70, 0.43], [-0.25, -1.66, -0.28], [0.05, 0.05, 0.67], [0.70, -0.15, 0.06], [0.01, -0.06, -0.33], [-0.09, -0.19, -0.57], [0.80, 0.04, 0.21], [0.23, -0.06, -0.24], [-0.04, -0.11, -0.49], [0.98, -0.26, -0.01], [-0.18, -0.31, 0.29], [0.15, -0.12, 0.26], [0.39, 0.62, 0.46], [-0.43, -0.34, -1.72], [1.08, 1.23, 0.74], [-2.22, 0.42, -0.85], [2.01, -0.85, 0.55], [-0.07, -0.57, -1.59], [-0.03, -0.39, -0.24], [0.70, -0.21, 0.24], [-0.20, -0.17, 0.32], [0.15, 0.26, -0.27], [0.54, -0.88, -0.04], [-0.71, -0.26, 0.47], [-0.30, 0.79, 0.01], [-0.45, -0.40, 0.52], [-0.41, 0.08, 0.46], [-0.18, 0.98, 0.24], [-0.21, 0.11, 0.01], [-0.20, -0.10, 0.57], [0.90, -0.62, -0.11], [-0.67, 0.43, -0.96], [-0.75, -0.42, 0.94], [-0.41, 0.33, -0.72], [0.54, -0.99, 1.51], [0.07, 0.28, -0.29], [0.33, 0.05, -0.21], [-0.17, -0.07, 0.76], [-1.08, -0.13, 0.22], [0.40, -0.03, 1.18], [0.22, 0.11, -0.59], [0.43, 0.33, -0.33], [0.17, -0.03, 0.18], [-0.04, 0.44, -0.22], [-0.22, 0.10, -0.60], [0.49, 0.40, -0.29], [-0.20, -0.27, -0.57], [-0.10, 1.18, 1.09], [1.24, 0.62, -1.54], [0.36, 1.16, -0.86], [-2.29, 0.49, -2.63], [1.48, 0.07, 2.45], [0.48, -1.67, 1.05], [-0.53, 0.04, 0.03], [0.09, -0.21, -0.10], [0.30, -0.60, -0.32], [-0.12, -0.58, -0.39], [-0.19, -0.05, -0.07], [0.29, -0.35, 1.24], [0.49, 0.14, -0.47], [-0.85, 0.01, -0.09], [-0.75, -0.39, 0.28], [0.69, 0.47, 0.18], [-0.47, -0.20, -0.07], [0.28, -1.04, 1.14], [-1.63, 1.11, 0.23], [0.61, 1.08, -0.29], [-1.23, -0.69, -1.22], [1.12, 1.63, 1.70], [-0.01, -1.08, -0.77], [0.36, 0.21, -0.25], [-0.19, -0.08, 0.48], [0.36, 0.54, -0.47], [0.39, 0.10, 0.07], [-0.04, -0.40, 0.40], [-0.17, -0.47, -0.18], [-0.71, 0.24, -0.30], [0.45, -0.78, -0.22], [-0.19, -0.66, -0.34], [0.37, 0.10, -0.67], [-0.04, 0.18, 0.84], [0.12, 0.04, 0.18], [-0.45, -0.97, -0.76], [0.55, -1.37, -0.36], [-0.51, -0.08, 1.02], [-0.07, 0.01, -0.79], [0.18, -0.15, 2.05], [0.18, -0.15, 0.16], [-0.40, 0.96, -0.20], [0.24, 0.56, -0.81], [0.13, -0.07, 0.09], [-0.20, 0.23, -0.27], [-0.08, -0.15, 0.25], [0.35, -0.74, -0.53], [0.00, 0.63, 0.36], [-0.47, 0.46, -0.05], [0.07, 0.53, -0.19], [0.43, 0.23, -0.26], [-0.15, -0.43, -0.71], [0.20, 0.03, 1.81], [0.22, 2.13, 0.14], [-0.46, -2.29, -0.04], [-0.30, 0.47, -1.53], [0.18, -0.54, 0.02], [-1.86, 1.62, 0.54], [-1.57, -0.32, -1.00], [1.49, -0.42, 2.32], [0.33, 0.30, -0.42], [-0.16, -0.50, -0.40], [0.34, 0.20, -0.06], [-0.41, 0.43, -0.11], [0.05, 0.24, -0.16], [0.30, -0.16, 0.34], [0.04, 0.19, 0.00], [-0.08, -0.65, 0.24], [1.40, 0.32, 0.94], [-0.01, -1.12, -0.98], [0.27, -0.22, -0.25], [0.52, 0.23, -0.13], [-0.36, -0.14, -0.55], [-0.06, 0.37, 0.02], [0.06, 0.39, -0.02], [-0.15, 1.84, -0.43], [0.20, -1.62, 1.03], [-0.90, 0.75, -2.25], [-1.21, -1.83, 2.01], [-0.65, 2.34, -3.44], [1.30, -2.56, 3.45], [0.91, -1.50, -2.17], [-0.60, 2.15, -0.24], [0.13, 0.12, -0.54], [0.56, 0.22, -0.08], [1.07, -0.08, -0.52], [-0.12, 0.06, 0.48], [0.14, 0.22, -0.09], [-0.69, 0.65, 1.13], [-0.23, -0.04, 0.59], [0.32, -0.32, -0.44], [0.23, -0.89, 0.67], [-0.43, 1.31, -0.89], [0.94, 0.22, 0.65], [0.32, -0.35, 0.47], [-0.50, -0.28, 0.11], [-0.20, -0.15, 0.29], [-0.08, -0.30, -0.28], [-0.36, 0.17, 0.35], [-3.38, -2.13, -3.43], [0.28, -0.57, 0.53], [0.09, 1.42, -2.81], [2.36, 0.69, 4.26], [0.53, 0.01, 0.11], [-0.56, -0.13, -0.48], [0.88, 1.14, 0.99], [-0.18, -0.40, 0.89]], "homo_lumo_gap_ev": [7.71, 2.98], "lumo_energy_ev": [-2.397, -7.125], "total_charge": 1, "e_tot_ha": -4000.05436, "homo_ha": [-0.37134, -0.37134], "multiplicity": 2}